*P*
Computed, not measured: the molecule C22H32N2O4, with wB97M-V/def2-TZVPD.

Values from the calculation:
- M (g/mol) = 388.5
- HOMO (eV) = -7.634
- frontier orbital gap (Eh) = 0.307
- SMILES = CCOc1ccc(NC(=O)CN(C)C(=O)C[C@H]2C[C@@H]3CC[C@H]2C3)cc1OCC

Cartesian coordinates (Å):
C  -3.00881  -2.16389  -0.12693
H  3.59591  0.97664  -2.64823
H  -1.37605  -0.94505  -0.96814
H  0.38667  -3.23285  3.38103
O  2.44111  3.37149  -2.17637
C  2.02574  1.30555  0.80980
H  -0.39153  -3.63140  1.85785
H  -3.99886  -2.73996  1.69301
C  0.43659  2.50759  -1.08834
H  0.62169  6.01421  -3.20319
H  -1.22281  1.70855  -0.00646
C  -1.65481  -2.85332  -2.00174
C  1.81513  2.65492  -1.18469
H  -1.30683  -0.25230  4.03299
C  0.64656  1.19177  0.90858
H  1.97107  6.01962  -2.05806
H  2.66598  0.84323  1.54172
H  -2.75197  -4.72943  -2.32263
H  -4.61183  -3.04581  -3.03729
N  0.00679  0.48795  1.93242
C  4.78969  2.16757  -1.30012
C  -2.49246  -4.03787  -1.52313
H  -0.10802  -1.44571  4.60518
H  -2.51022  -3.64317  1.38760
H  5.31947  1.01841  -3.03848
H  -1.18678  -4.04909  3.39479
C  -0.57653  -3.30145  2.88084
H  -2.02942  -4.59085  -0.70784
C  4.59825  0.97232  -2.22708
H  -4.53130  -1.49628  -2.20143
C  0.54534  -0.28291  2.90285
H  -2.51886  -2.65817  -3.98577
H  0.87049  3.55530  -3.51921
N  -1.20512  -1.99899  2.91409
H  -3.55144  -1.21585  -0.12558
C  -2.60133  -2.18614  -3.00639
H  -1.01188  0.50633  1.89331
C  -2.26976  -1.62592  2.17067
C  -1.60072  -1.98634  -0.74001
O  -2.65438  -0.46128  2.17219
C  -3.67015  -3.16736  -1.08594
C  -0.55266  -0.98085  3.72476
C  -0.14733  1.79187  -0.06078
H  -0.21008  2.96580  -1.81924
C  1.68273  4.14710  -3.07869
H  -0.67338  -3.08667  -2.41228
H  5.80946  2.17717  -0.90419
H  4.61006  3.10029  -1.84216
C  2.62489  2.02237  -0.21987
H  4.74123  0.04575  -1.67567
H  2.39167  4.39411  -3.87495
O  1.72430  -0.46970  3.11310
C  -2.97273  -2.66274  1.32415
H  -4.52384  -3.68747  -0.65361
H  0.46452  5.20923  -1.63413
C  -3.99390  -2.42516  -2.38759
O  3.98517  2.08793  -0.13710
C  1.14624  5.43073  -2.45138
H  -0.82408  -2.34698  -0.06393
H  -2.37706  -1.12680  -3.12429


*Q*
Computed, not measured: the molecule C22H32N2O4, with wB97M-V/def2-TZVPD.

Values from the calculation:
- M (g/mol) = 388.5
- HOMO (eV) = -8.444
- frontier orbital gap (Eh) = 0.332
- SMILES = COc1cccc(CNC(=O)[C@H]2CCC(=O)N(CC3CCCCC3)C2)c1OC

Cartesian coordinates (Å):
H  -4.63843  0.39793  3.72184
H  6.05550  2.23734  -3.65311
C  0.07550  -0.29090  -1.69230
C  2.86467  2.11300  -1.47574
H  -1.92947  -2.20255  -1.13926
C  -1.47810  -1.66380  -0.29823
H  0.80041  1.48168  -3.24008
O  -0.83124  0.46825  -1.95679
H  6.04195  3.30297  -1.46162
C  -0.01753  -1.35857  -0.60345
H  -2.00651  -0.70670  -0.20080
C  -3.75802  -1.18348  2.55121
C  4.04083  1.53371  -3.50508
H  -3.62191  -1.84093  3.41218
O  3.96715  3.30704  0.25586
H  2.00293  -0.88329  -2.00706
H  -6.13426  -1.56309  3.90554
C  0.59896  -1.94889  1.71637
H  -2.90096  -3.74513  1.89904
H  -7.00379  -0.19169  3.21081
C  2.88969  1.49724  -2.73256
H  -3.20974  -3.62992  0.14846
H  0.91012  -1.58562  2.69738
H  1.78756  2.85761  1.09476
H  -2.82007  -0.64570  2.39761
H  1.82073  0.40238  -4.23010
H  -6.65840  -1.10296  0.93592
H  5.96134  3.37638  0.82971
C  5.15113  2.80347  -1.80610
C  5.16240  2.19531  -3.04931
H  0.21195  2.80696  0.25583
O  -0.99666  -3.26709  2.88952
H  1.65645  -0.51475  0.49793
H  5.32142  4.87182  0.08690
H  1.45572  3.97323  -0.25418
H  -4.96835  0.50448  1.99055
C  5.08142  4.02023  0.73138
H  -4.17604  -1.37196  0.45131
N  1.26164  -0.28577  -2.33771
H  -7.47358  -2.29138  1.95582
C  -6.53345  -1.75741  1.80195
H  4.04608  1.05410  -4.47202
C  -0.76159  -2.60471  1.89351
C  4.02076  2.76138  -1.00027
C  -4.87890  -0.18751  2.83194
N  -1.65946  -2.46352  0.89433
H  4.79304  4.38502  1.71625
C  1.65169  0.79410  -3.22166
H  -5.32057  -3.43938  2.37237
H  0.06768  0.02818  1.03310
H  0.50075  -2.26555  -0.93172
C  -5.41208  -2.75481  1.52619
H  -5.65191  -3.34766  0.64023
C  0.62976  -0.83819  0.68017
C  1.28326  2.96661  0.13210
C  -2.97156  -3.05809  1.05259
H  1.29395  -2.74655  1.43608
C  -4.08039  -2.03177  1.32109
C  -6.20504  -0.91423  3.02979
O  1.69433  1.97996  -0.78883


Which of them is least stable? Easy: *P*.


*P*
Computed, not measured: a 2-piece molecular cluster, C7H18NO overall, with wB97M-V/def2-TZVPD.

Values from the calculation:
- M (g/mol) = 132.2
- HOMO (eV) = -12.751
- frontier orbital gap (Eh) = 0.358
- charge = +1

Cartesian coordinates (Å):
H  -0.88019  -2.07181  -1.53945
H  0.01636  -2.42542  0.54145
H  -1.48261  -0.12599  -4.32825
H  -0.56450  -1.59063  2.02168
H  1.56847  1.42287  0.76484
H  -0.32727  4.38305  0.28182
C  -0.95604  -0.09506  -2.25028
H  0.43230  1.17521  1.87484
C  -0.70139  -0.44194  -3.64816
H  2.17912  -1.89911  2.29011
H  -0.47491  -1.49933  -3.76202
H  0.17615  0.14409  -3.97536
N  0.74135  0.86208  0.95919
H  -1.09780  3.81781  1.43431
H  -0.03309  1.04543  0.31932
C  -1.08074  -1.00319  -1.29799
O  -0.19999  3.83651  1.06752
H  -1.02889  0.99206  -1.90551
C  -0.15867  -1.46123  1.00345
H  1.72233  -0.74617  0.14950
H  -1.62925  0.18070  0.42483
H  2.88968  -0.32454  2.28454
H  -2.27808  -1.31975  0.41998
C  1.91012  -0.81955  2.33942
C  -1.31542  -0.85761  0.20168
H  1.43810  -0.53267  3.26486
C  1.13487  -0.64583  1.06366


*Q*
Computed, not measured: a 2-piece molecular cluster, C7H18NO overall, with wB97M-V/def2-TZVPD.

Values from the calculation:
- M (g/mol) = 132.2
- HOMO (eV) = -12.614
- frontier orbital gap (Eh) = 0.371
- charge = +1

Cartesian coordinates (Å):
C  2.49523  -0.18100  2.73849
H  -2.78024  -1.33108  -3.74245
H  3.49760  0.07200  2.35396
C  1.84903  -1.06311  0.56417
H  2.23993  0.52498  3.54659
C  -2.10003  0.14224  -2.32066
H  -0.99977  -1.23336  -3.57015
C  1.45957  1.28083  1.09112
H  2.84379  -0.82048  0.15408
C  -1.93046  -0.64221  -3.60126
H  0.71643  1.35469  0.27940
H  1.11046  -1.01679  -0.25374
H  1.87279  -2.09281  0.95885
H  -1.88432  0.04136  -4.46568
H  2.52660  -1.20033  3.15872
H  0.14408  -1.47017  2.59816
H  2.44976  1.55101  0.68722
H  -0.61825  -0.39416  1.38557
H  1.19209  2.00399  1.87986
H  -4.24398  0.38982  -2.32482
O  -1.28622  0.08034  -1.41363
N  1.48606  -0.10274  1.64456
H  -3.33508  1.76129  -3.03354
C  0.14040  -0.44771  2.18444
C  -3.33548  1.00778  -2.22804
H  -3.36733  1.53052  -1.25730
H  -0.14258  0.25514  2.98603


Which of them is least stable? Easy: *P*.


*P*
Computed, not measured: a 2-piece molecular cluster, H3OS2 overall, with wB97M-V/def2-TZVPD.

Values from the calculation:
- M (g/mol) = 83.2
- HOMO (eV) = -2.214
- frontier orbital gap (Eh) = 0.219
- charge = -1

Cartesian coordinates (Å):
S  -0.92659  0.29730  -2.00638
O  1.50602  -0.90001  1.55299
H  -1.26738  1.39314  -2.67692
H  0.89609  -0.62194  0.82443
S  -1.23633  0.81860  -0.08404
H  1.02819  -0.98709  2.38992


*Q*
Computed, not measured: a 2-piece molecular cluster, H3OS2 overall, with wB97M-V/def2-TZVPD.

Values from the calculation:
- M (g/mol) = 83.2
- HOMO (eV) = -2.085
- frontier orbital gap (Eh) = 0.204
- charge = -1

Cartesian coordinates (Å):
S  -1.39604  -1.76190  -0.31744
S  -3.14483  -0.67892  -0.06793
H  1.52405  2.14550  0.19721
H  -2.10420  -2.98913  -0.51165
H  2.64381  1.18090  0.53856
O  2.47721  2.10356  0.16125


Which of them is least stable? Easy: *Q*.


*P*
Computed, not measured: a 2-piece molecular cluster, C3H5Cl2N overall, with wB97M-V/def2-TZVPD.

Values from the calculation:
- M (g/mol) = 126.0
- HOMO (spin up / spin down) (eV) = -9.152 / -10.134
- frontier orbital gap (spin up / spin down) (Eh) = 0.244 / 0.310

Cartesian coordinates (Å):
C  -0.64136  0.80470  0.42729
C  -1.10913  -0.13347  -0.64296
H  -1.21936  0.87991  1.22680
H  0.05829  1.64229  0.36280
Cl  2.24167  1.63491  -0.24414
Cl  2.36664  -1.61237  0.34302
C  0.02732  -0.61335  0.27575
H  -2.18321  -0.61386  -0.73074
N  1.22593  -0.69964  -0.37872
H  -0.74440  0.09233  -1.66584
H  -0.02237  -1.38146  1.02672


*Q*
Computed, not measured: a 2-piece molecular cluster, C3H5Cl2N overall, with wB97M-V/def2-TZVPD.

Values from the calculation:
- M (g/mol) = 126.0
- HOMO (spin up / spin down) (eV) = -8.097 / -8.504
- frontier orbital gap (spin up / spin down) (Eh) = 0.286 / 0.305

Cartesian coordinates (Å):
H  -1.61352  -0.67351  0.18300
C  1.43717  0.74623  2.14925
Cl  -1.67657  1.45457  -0.84422
Cl  -0.71866  -1.59864  -2.65979
C  -0.97094  -0.03703  -0.40184
N  0.34655  0.61887  1.58616
C  0.03729  -0.62811  -1.25859
H  0.63034  -1.37008  -0.72833
H  2.38263  0.49503  1.69497
H  0.66651  0.10634  -1.75237
H  -0.52081  0.88633  2.03177


Which of them is least stable? Easy: *P*.